[1]
20
Properties=species:S:1:pos:R:3:nbo_charge:R:1 method="wB97M-V/def2-TZVPD" charge=+1 homo_ha=-0.5382 de_lowest_kj_mol=112.6
C 3.40272 0.34082 0.35848 1.0673
C -1.65563 -0.13461 0.38742 0.5853
C 0.72922 -0.54621 -0.47623 0.7312
C -2.16228 -1.50485 0.70813 -0.7163
C -0.19055 0.34921 0.55448 -0.2748
N 0.63263 -0.07327 -1.79806 -0.8653
N -0.08334 1.80002 0.25625 -0.6959
O 4.42415 -0.14041 0.48935 -0.4243
O -2.40321 0.63002 -0.22650 -0.5469
O 2.36150 0.76425 0.12651 -0.6071
O 1.26319 -1.56378 -0.16261 -0.5538
H -3.25739 -1.53654 0.19869 0.2789
H -1.49661 -2.34911 0.27623 0.2762
H -2.15592 -1.63512 1.70695 0.2491
H 0.29761 -0.02953 1.41822 0.2763
H 1.07394 -0.73752 -2.42166 0.4330
H -0.28815 0.28530 -1.95260 0.3932
H -1.20061 2.02769 0.09932 0.4838
H 0.34237 1.84007 -0.60397 0.4475
H 0.36636 2.21358 1.06158 0.4627

[2]
6
Properties=species:S:1:pos:R:3:nbo_charge:R:1 method="wB97M-V/def2-TZVPD" homo_ha="-0.3094 / -0.2969" de_lowest_kj_mol=422.3
N -0.27798 -0.04992 0.17456 -1.0787
P 1.15779 0.62535 -0.35593 0.8224
S 0.06046 2.15543 -2.32835 -0.5555
S -0.44314 -1.23357 1.36686 0.2286
H -0.99632 0.65247 0.11025 0.4472
H 0.49919 -2.14977 1.03260 0.1359

[3]
130
Properties=species:S:1:pos:R:3:lowdin_spin:R:1 method="wB97M-V/def2-TZVPD" charge=+3 homo_ha="-0.4894 / -0.5314" multiplicity=3
Au -0.39367 -0.68954 -0.27756 0.3731
C 3.72940 6.36456 2.88124 0.0000
C 2.28076 6.16519 2.45493 0.0000
N 1.88286 4.74480 2.43815 -0.0002
C 1.96683 4.07322 1.28297 -0.0001
C 1.54149 2.78757 1.08109 0.0000
C 1.72217 2.22124 -0.27628 0.0048
O 2.71944 2.82366 -0.90884 0.0031
O 1.04228 1.32689 -0.79003 0.0454
C 0.98307 2.04544 2.18415 0.0013
O 0.54921 0.89457 2.11286 0.0132
C 1.01947 2.75768 3.46993 0.0004
C 0.63686 2.09520 4.63626 0.0001
C 0.66161 2.71698 5.84724 0.0000
F 0.32475 1.97337 6.92205 0.0000
C 1.04350 4.06968 6.00254 0.0001
C 1.44079 4.71401 4.83349 0.0000
C 1.44734 4.08208 3.58453 0.0002
N 1.06828 4.71034 7.25022 0.0001
C 1.21486 6.15608 7.33850 0.0000
C 1.99324 6.54268 8.59539 0.0000
N 1.57563 5.68927 9.76956 0.0000
C 0.21591 5.10766 9.54149 0.0000
C 0.30084 4.13559 8.37567 0.0000
H 3.99044 7.42045 2.81246 0.0000
H 4.40065 5.80873 2.22566 0.0000
H 3.90054 6.03084 3.90529 0.0000
H 2.13181 6.55485 1.45116 0.0000
H 1.59663 6.70750 3.10292 0.0000
H 2.38867 4.62119 0.45050 0.0000
H 0.32304 1.05986 4.58051 0.0000
H 1.77275 5.73654 4.87964 0.0000
H 0.24136 6.65650 7.30793 0.0000
H 1.79212 6.53902 6.50743 0.0000
H 1.80338 7.58708 8.83253 0.0000
H 3.06132 6.41067 8.44649 0.0000
H 1.60042 6.23632 10.62928 0.0000
H 2.23746 4.92231 9.88514 0.0000
H -0.47088 5.93018 9.36170 0.0000
H -0.11131 4.58004 10.43312 0.0000
H -0.71938 3.88020 8.08556 0.0000
H 0.78351 3.22284 8.71603 0.0000
N -3.07170 -1.53675 0.67113 0.0247
P -2.37924 -2.09682 -0.74744 0.2089
C -2.58946 -3.87323 -0.74434 0.0249
C -2.69469 -4.57688 -1.94703 0.0202
C -2.72900 -5.96191 -1.93116 -0.0014
C -2.63462 -6.64614 -0.72529 0.0236
C -2.52092 -5.94814 0.47090 -0.0016
C -2.48966 -4.56353 0.46712 0.0189
C -3.32616 -1.42696 -2.13303 0.0314
C -4.59969 -1.92251 -2.42303 0.0090
C -5.36733 -1.31104 -3.40184 0.0027
C -4.87332 -0.20880 -4.09099 0.0000
C -3.60820 0.28532 -3.80533 0.0001
C -2.83276 -0.32125 -2.82649 0.0002
P -2.10679 -0.41490 1.53519 0.0542
C -2.42431 -0.95922 3.23908 0.0184
C -1.41041 -1.58335 3.96310 0.0009
C -1.67903 -2.10382 5.22272 0.0002
C -2.95815 -2.00952 5.75012 -0.0006
C -3.97301 -1.39370 5.02393 0.0015
C -3.70985 -0.86290 3.77122 0.0038
C -2.98715 1.16748 1.43890 0.0040
C -2.80188 2.10005 2.46235 0.0034
C -3.40655 3.34423 2.38378 -0.0004
C -4.18901 3.67142 1.28204 0.0039
C -4.37223 2.74854 0.26211 -0.0002
C -3.76667 1.50154 0.33485 0.0031
H -4.03019 -1.75020 0.91912 0.0011
H -2.77081 -4.04343 -2.88480 0.0009
H -2.83567 -6.50796 -2.85964 -0.0004
H -2.64030 -7.72856 -0.72019 0.0013
H -2.45892 -6.48582 1.40811 -0.0005
H -2.39978 -4.01294 1.39622 0.0009
H -4.98237 -2.78355 -1.88637 0.0003
H -6.35390 -1.69461 -3.63018 0.0005
H -5.47746 0.26227 -4.85577 0.0000
H -3.22207 1.14642 -4.33821 0.0000
H -1.85016 0.06895 -2.58779 -0.0011
H -0.41699 -1.66145 3.53407 0.0006
H -0.89101 -2.58709 5.78706 0.0000
H -3.17017 -2.42175 6.72855 0.0000
H -4.97170 -1.32638 5.43607 0.0002
H -4.50003 -0.36974 3.21567 0.0003
H -2.20063 1.83604 3.32460 0.0001
H -3.28882 4.05797 3.19023 -0.0001
H -4.66433 4.64287 1.22853 0.0002
H -5.00200 2.99498 -0.58357 -0.0001
H -3.91773 0.78491 -0.46372 0.0002
C -0.28177 -0.17759 -5.28216 -0.0011
Si 0.30483 -1.80371 -4.56267 0.0779
C -1.03697 -3.09659 -4.65915 0.0322
C 1.90632 -2.37896 -5.33861 0.0115
As 0.98194 -1.56482 -2.24806 0.7814
Si 2.24433 -3.47902 -1.54990 0.0834
C 1.17243 -4.98771 -1.82722 0.0357
C 3.82910 -3.60573 -2.54022 0.0098
C 2.56605 -3.17292 0.27383 0.0008
Si 3.62285 2.22127 -2.25990 0.0043
C 2.56089 2.12294 -3.78000 0.0049
C 4.96831 3.47843 -2.44662 0.0002
C 4.24150 0.56672 -1.65154 0.0159
H -1.16797 -0.34469 -5.90128 -0.0002
H 0.49017 0.25959 -5.91909 -0.0002
H -0.54156 0.56062 -4.52093 0.0000
H -1.19422 -3.35875 -5.71057 0.0048
H -1.97980 -2.70517 -4.26922 -0.0003
H -0.77560 -4.00900 -4.11786 0.0008
H 1.85957 -2.27945 -6.42678 0.0013
H 2.10535 -3.42831 -5.10736 0.0003
H 2.74797 -1.78519 -4.97759 0.0027
H 1.08576 -5.21961 -2.89210 -0.0001
H 0.16665 -4.88557 -1.40892 0.0010
H 1.65612 -5.83993 -1.33828 0.0052
H 3.71460 -4.29739 -3.37702 0.0003
H 4.64015 -3.97774 -1.90852 0.0011
H 4.13740 -2.64094 -2.94463 0.0013
H 1.83733 -2.47970 0.70207 0.0023
H 3.56139 -2.74765 0.42485 0.0000
H 2.51392 -4.10630 0.84004 -0.0003
H 3.11584 1.64299 -4.59331 0.0000
H 2.27287 3.11959 -4.12577 0.0004
H 1.65498 1.55262 -3.59094 0.0052
H 4.58151 4.49897 -2.49330 0.0000
H 5.51247 3.29102 -3.37812 0.0000
H 5.68679 3.42001 -1.62546 0.0000
H 3.43500 -0.00455 -1.18231 0.0162
H 5.03370 0.70447 -0.91171 0.0009
H 4.65069 -0.03620 -2.46644 0.0004

[4]
89
Properties=species:S:1:pos:R:3:lowdin_charge:R:1 method="wB97M-V/def2-TZVPD" charge=+1 homo_ha=-0.4211 de_lowest_kj_mol=293.9
N -38.67266 -7.07573 57.64265 0.3359
H -37.83529 -7.13041 56.97479 0.1275
H -38.43498 -6.67454 58.58297 0.1153
H -39.05749 -8.04539 57.58889 0.1200
H -39.09850 -6.36877 57.31643 -0.0043
O -41.34168 -8.59559 56.63666 0.0608
C -42.02205 -8.96922 55.69652 -0.5233
O -41.73879 -9.88541 54.79198 0.0376
C -40.61526 -10.65989 54.92081 -0.2582
C -40.49973 -11.38115 53.66203 -0.0660
C -43.41380 -8.37969 55.66134 0.0222
H -40.58103 -11.26866 55.78977 0.1208
H -39.78752 -9.95556 54.84468 0.1149
H -39.56498 -12.01084 53.52083 0.1141
H -40.23880 -10.71976 52.84083 0.0743
H -41.25969 -12.00435 53.34723 0.0563
H -43.99933 -8.87958 56.64772 0.1615
H -44.01656 -8.48496 54.96880 -0.0590
H -43.68623 -7.17562 55.57467 0.1620
C -37.57977 -8.43661 53.13772 -0.0255
C -38.78142 -7.55410 53.43270 -0.3658
O -39.05251 -7.17817 54.67716 -0.0271
C -39.59852 -7.15315 52.27429 -0.0165
H -36.84372 -7.90015 52.59916 0.0642
H -37.80024 -9.33659 52.49281 0.1006
H -37.05630 -8.84504 54.02440 0.0738
H -39.27181 -6.27681 51.97416 0.0375
H -40.53333 -6.75361 52.57691 0.0837
H -39.68888 -7.91068 51.45227 0.1205
C -37.52593 -2.48835 57.75096 0.0135
C -37.54155 -3.14986 56.29914 -0.4397
O -38.15034 -4.28588 56.10192 -0.0090
C -37.24720 -2.31218 55.21427 -0.0531
H -38.00090 -3.18009 58.47655 0.0820
H -37.99002 -1.56787 57.46131 0.0749
H -36.52654 -2.33910 58.09878 0.0601
H -37.80262 -1.56877 55.09388 0.0034
H -36.87204 -2.72671 54.11459 0.1734
H -36.30223 -1.82078 55.53710 0.1043
C -41.43724 -11.17751 59.32471 -0.0495
C -40.42565 -10.38661 60.20411 -0.3590
O -39.43375 -9.80936 59.49789 -0.0634
C -40.70584 -10.29966 61.71705 -0.0274
H -41.30381 -12.32097 59.40156 0.1166
H -41.45427 -10.85252 58.26787 0.0490
H -42.47119 -10.74808 59.41886 0.0888
H -39.68581 -10.18451 62.28655 0.1166
H -41.21929 -11.24999 61.82586 0.0555
H -41.51189 -9.34249 62.04821 0.1519
C -34.65459 -4.52626 57.17855 0.0231
C -34.91202 -5.79239 56.24936 -0.2144
O -35.41535 -6.91359 56.92941 -0.0866
C -34.37569 -5.90868 54.86180 0.0142
H -34.99923 -3.67445 56.36483 0.1407
H -33.81054 -4.47707 57.63934 0.0115
H -35.38196 -4.72301 57.83789 -0.0070
H -34.47298 -6.88797 54.46581 0.0949
H -33.47689 -5.79467 54.72334 0.0034
H -34.99089 -5.30408 54.35528 0.0564
C -42.74341 -7.03021 59.74988 -0.0374
C -41.49885 -6.80511 60.48821 -0.5332
O -40.36204 -6.56736 59.95696 -0.0040
C -41.63074 -6.48979 61.92076 -0.0599
H -43.49082 -7.65454 60.42892 0.1254
H -42.69763 -7.55185 58.73867 0.0886
H -43.31707 -6.21549 59.38276 0.0756
H -40.47267 -6.66529 62.37919 0.1520
H -42.36715 -7.31084 62.18135 0.0625
H -42.12911 -5.39347 61.95010 0.1523
C -37.06489 -5.59802 62.30168 -0.0782
C -36.35899 -5.34431 61.04789 -0.3825
O -37.09284 -5.24363 59.91940 -0.0535
C -34.95895 -4.72741 61.12462 -0.0469
H -36.74538 -6.53688 62.84480 0.1025
H -38.23745 -5.32395 62.32960 0.1250
H -36.88135 -4.94143 63.23573 0.1085
H -34.18793 -5.46158 61.63497 0.1135
H -34.57996 -3.71899 61.40723 0.0854
H -34.52459 -4.66736 59.95762 0.1123
C -36.04565 -10.08583 58.59462 -0.0283
C -36.99668 -10.50804 57.42847 -0.3882
O -37.25832 -9.71466 56.46069 -0.0231
C -37.61358 -11.90959 57.48812 -0.0059
H -35.65027 -10.83193 59.23178 0.0430
H -36.60865 -9.60287 59.39748 0.0650
H -35.20676 -9.28581 58.34301 0.1187
H -38.64747 -11.85555 57.84814 0.0656
H -37.03047 -12.29306 58.35822 0.0917
H -37.71418 -12.24263 56.48949 0.0704

[5]
43
Properties=species:S:1:pos:R:3:lowdin_charge:R:1 method="wB97M-V/def2-TZVPD" charge=-1 homo_ha=-0.2298
Pb 4.18315 2.59976 -0.57852 1.3357
P 2.07822 1.87053 1.21243 0.0725
O 0.92425 2.26038 2.00343 -0.2909
O 3.47038 2.35604 1.72444 -0.4954
O 2.01516 2.28665 -0.33925 -0.5398
O 2.17855 0.21909 1.22727 -0.1863
C -0.35300 -2.66476 0.72861 -0.0834
C -0.68551 -1.43311 -0.00905 -0.4135
C -1.65280 -1.79930 -1.14549 -0.2289
O -2.67023 -2.67828 -0.83384 -0.1819
C -4.01423 -2.25893 -0.62629 -0.0758
N -1.21577 -0.24616 0.77607 0.0759
H 0.31818 -3.33045 0.11477 0.0958
H -1.29338 -3.27091 0.74133 0.0791
H 0.04690 -2.60514 1.77030 0.0895
H 0.19443 -1.08069 -0.59282 0.1231
H -0.89217 -2.26399 -1.80990 0.1287
H -1.98678 -0.85088 -1.59870 0.1251
H -4.16306 -1.36437 -0.06574 0.0795
H -4.51759 -3.00867 -0.12150 0.0545
H -4.54614 -2.17085 -1.58836 0.0918
H -0.45999 0.37996 1.01810 0.0329
H -1.58305 -0.53155 1.68639 0.0836
C -2.11014 3.08348 1.25662 -0.2753
C -1.65804 2.75272 -0.19066 -0.2007
O -2.60208 1.91777 -0.96285 -0.1188
O -1.27937 4.02957 1.87034 -0.0838
H -2.08479 2.23548 1.82739 0.0667
H -3.12958 3.48088 1.27921 0.1152
H -0.70264 2.27378 -0.07339 0.0653
H -1.58540 3.69115 -0.78879 0.1249
H -2.32080 1.05322 -0.62829 0.0082
H -0.45139 3.54423 2.03194 0.0339
C 3.24043 -0.19793 -1.70497 -0.3778
C 3.02045 -1.60197 -1.09543 -0.2018
O 4.34938 -2.13192 -0.68851 -0.1296
O 4.20881 0.55890 -1.07653 -0.5249
H 2.28113 0.34481 -1.67274 0.0868
H 3.46432 -0.26276 -2.75977 0.0952
H 2.67872 -2.26176 -1.91593 0.1127
H 2.33826 -1.53142 -0.23563 0.0691
H 4.85898 -1.35299 -0.33824 0.0761
H 2.10823 -0.03961 2.17253 0.0868

[6]
11
Properties=species:S:1:pos:R:3:nbo_charge:R:1 method="wB97M-V/def2-TZVPD" homo_ha=-0.3287 de_lowest_kj_mol=426.0
N -2.90616 -0.36432 0.81079 -0.0128
N -2.40984 0.56813 0.40956 -0.1659
S -1.78161 1.70579 -0.30620 0.1877
C 1.54094 1.01309 -0.09090 -0.6660
C 1.03166 -0.32311 -0.35437 -0.1381
C 0.44105 -1.38207 -0.40932 0.2703
O 0.11539 -2.63116 -0.25676 -0.6548
H 0.66032 1.42041 0.52226 0.2338
H 2.35362 0.93603 0.46846 0.2204
H 1.74542 1.78854 -0.85308 0.2265
H -0.79080 -2.73132 0.05956 0.4989